1.
A 6-piece molecular cluster, C39H76BF4N7O3 overall in a non-equilibrium geometry, computed with the ωB97M-V functional and the def2-TZVPD basis.

Bonds (Å) are listed after each position.
Cartesian coordinates (Å):
1 C 3.77 14.75 2.78  C2 1.515, H12 1.088, H13 1.091, H14 1.090
2 C 5.04 14.08 2.29  C1 1.515, C3 1.523, N7 1.526, C11 1.541
3 C 4.70 12.92 1.37  C2 1.523, C4 1.517, H15 1.093, H16 1.089
4 C 5.84 12.39 0.52  C3 1.517, C5 1.543, H17 1.090, H18 1.094
5 C 6.63 13.47 -0.24  C4 1.543, C6 1.544, H19 1.094, H20 1.088
6 C 6.98 14.76 0.53  C5 1.544, N7 1.505, C9 1.552, C10 1.568
7 N 5.95 15.08 1.58  C2 1.526, C6 1.505, O8 1.254
8 O 5.81 16.30 1.80  N7 1.254
9 C 6.99 15.95 -0.48  C6 1.552, H21 1.087, H22 1.091, H23 1.092
10 C 8.45 14.74 1.08  C6 1.568, H24 1.090, H25 1.091, H26 1.088
11 C 5.96 13.60 3.43  C2 1.541, H27 1.091, H28 1.087, H29 1.090
12 H 3.03 14.07 3.20  C1 1.088
13 H 3.42 15.33 1.92  C1 1.091
14 H 4.01 15.42 3.61  C1 1.090
15 H 3.93 13.22 0.66  C3 1.093
16 H 4.39 12.04 1.94  C3 1.089
17 H 5.52 11.67 -0.24  C4 1.090
18 H 6.61 11.87 1.09  C4 1.094
19 H 5.87 13.68 -1.00  C5 1.094
20 H 7.45 12.95 -0.73  C5 1.088
21 H 7.24 16.92 -0.07  C9 1.087
22 H 6.08 16.02 -1.06  C9 1.091
23 H 7.68 15.81 -1.32  C9 1.092
24 H 8.63 14.06 1.91  C10 1.090
25 H 8.73 15.72 1.49  C10 1.091
26 H 9.17 14.54 0.29  C10 1.088
27 H 5.67 12.56 3.62  C11 1.091
28 H 5.93 14.21 4.33  C11 1.087
29 H 6.99 13.47 3.10  C11 1.090
30 C 0.42 17.82 1.05  C31 1.562, H41 1.087, H42 1.089, H43 1.089
31 C -1.00 17.56 0.47  C30 1.562, C32 1.544, N36 1.535, C40 1.538
32 C -1.46 16.21 1.08  C31 1.544, C33 1.537, H44 1.090, H45 1.096
33 C -2.95 15.87 0.90  C32 1.537, C34 1.527, H46 1.089, H47 1.089
34 C -3.64 17.03 1.61  C33 1.527, C35 1.578, H48 1.094, H49 1.094
35 C -3.37 18.51 1.14  C34 1.578, N36 1.525, C38 1.511, C39 1.576
36 N -1.86 18.70 1.04  C31 1.535, C35 1.525, O37 1.228
37 O -1.48 19.84 0.78  N36 1.228
38 C -3.92 19.49 2.15  C35 1.511, H50 1.093, H51 1.089, H52 1.089
39 C -4.16 18.63 -0.22  C35 1.576, H53 1.091, H54 1.089, H55 1.089
40 C -0.99 17.60 -1.07  C31 1.538, H56 1.091, H57 1.088, H58 1.089
41 H 1.02 16.92 0.93  C30 1.087
42 H 0.37 18.15 2.09  C30 1.089
43 H 0.92 18.59 0.46  C30 1.089
44 H -1.06 15.92 2.05  C32 1.090
45 H -0.85 15.51 0.50  C32 1.096
46 H -3.16 14.97 1.47  C33 1.089
47 H -3.26 15.70 -0.13  C33 1.089
48 H -3.52 16.89 2.69  C34 1.094
49 H -4.69 16.71 1.67  C34 1.094
50 H -3.35 19.41 3.08  C38 1.093
51 H -4.93 19.27 2.47  C38 1.089
52 H -3.83 20.54 1.89  C38 1.089
53 H -3.97 19.52 -0.82  C39 1.091
54 H -5.22 18.63 0.00  C39 1.089
55 H -4.00 17.76 -0.85  C39 1.089
56 H -2.00 17.50 -1.47  C40 1.091
57 H -0.44 16.71 -1.37  C40 1.088
58 H -0.60 18.52 -1.49  C40 1.089
59 C 0.89 16.59 -4.34  C60 1.548, H70 1.089, H71 1.094, H72 1.092
60 C 0.90 16.19 -5.84  C59 1.548, C61 1.571, N65 1.519, C69 1.537
61 C 0.86 17.50 -6.72  C60 1.571, C62 1.560, H73 1.087, H74 1.091
62 C 2.26 18.20 -6.80  C61 1.560, C63 1.546, H75 1.096, H76 1.092
63 C 3.37 17.24 -7.27  C62 1.546, C64 1.557, H77 1.088, H78 1.092
64 C 3.52 15.95 -6.40  C63 1.557, N65 1.550, C67 1.512, C68 1.553
65 N 2.11 15.33 -6.17  C60 1.519, C64 1.550, O66 1.249
66 O 2.13 14.16 -5.76  N65 1.249
67 C 4.07 16.41 -5.08  C64 1.512, H79 1.091, H80 1.091, H81 1.086
68 C 4.43 14.93 -7.13  C64 1.553, H82 1.091, H83 1.091, H84 1.090
69 C -0.42 15.49 -6.20  C60 1.537, H85 1.091, H86 1.088, H87 1.091
70 H 1.03 17.63 -4.06  C59 1.089
71 H 1.58 16.03 -3.70  C59 1.094
72 H 0.00 16.25 -3.81  C59 1.092
73 H 0.05 18.12 -6.35  C61 1.087
74 H 0.71 17.20 -7.76  C61 1.091
75 H 2.30 18.79 -5.87  C62 1.096
76 H 2.26 19.09 -7.43  C62 1.092
77 H 4.30 17.80 -7.37  C63 1.088
78 H 3.05 16.92 -8.26  C63 1.092
79 H 4.96 16.98 -5.33  C67 1.091
80 H 4.50 15.61 -4.47  C67 1.091
81 H 3.43 17.03 -4.45  C67 1.086
82 H 4.38 13.91 -6.74  C68 1.091
83 H 5.49 15.14 -6.97  C68 1.091
84 H 4.34 14.79 -8.21  C68 1.090
85 H -0.58 15.44 -7.27  C69 1.091
86 H -1.30 16.02 -5.85  C69 1.088
87 H -0.40 14.47 -5.81  C69 1.091
88 C 2.39 13.19 -2.57  C89 1.543, H96 1.095, H97 1.087, H98 1.089
89 C 2.57 11.76 -2.04  C88 1.543, N90 1.498, H99 1.092, H100 1.091
90 N 2.35 10.68 -3.05  C89 1.498, C91 1.363, C94 1.334
91 C 1.15 10.15 -3.43  N90 1.363, C92 1.383, H101 1.078
92 C 1.41 9.02 -4.18  C91 1.383, N93 1.381, H102 1.078
93 N 2.73 8.70 -3.95  C92 1.381, C94 1.347, C95 1.453
94 C 3.28 9.75 -3.31  N90 1.334, N93 1.347, H103 1.078
95 C 3.40 7.59 -4.61  N93 1.453, H104 1.089, H105 1.088, H106 1.090
96 H 1.53 13.21 -3.24  C88 1.095
97 H 3.24 13.55 -3.16  C88 1.087
98 H 2.00 13.87 -1.82  C88 1.089
99 H 1.93 11.50 -1.20  C89 1.092
100 H 3.52 11.60 -1.53  C89 1.091
101 H 0.23 10.56 -3.03  C91 1.078
102 H 0.71 8.41 -4.74  C92 1.078
103 H 4.28 9.81 -2.93  C94 1.078
104 H 4.46 7.67 -4.85  C95 1.089
105 H 2.88 7.35 -5.53  C95 1.088
106 H 3.36 6.73 -3.94  C95 1.090
107 C 1.70 21.07 -1.55  C108 1.534, H115 1.090, H116 1.087, H117 1.092
108 C 0.77 21.48 -2.70  C107 1.534, N109 1.462, H118 1.090, H119 1.090
109 N -0.41 22.22 -2.27  C108 1.462, C110 1.367, C113 1.338
110 C -1.67 21.90 -2.70  N109 1.367, C111 1.367, H120 1.078
111 C -2.56 22.82 -2.21  C110 1.367, N112 1.383, H121 1.078
112 N -1.81 23.70 -1.45  C111 1.383, C113 1.338, C114 1.471
113 C -0.53 23.33 -1.52  N109 1.338, N112 1.338, H122 1.079
114 C -2.27 24.92 -0.78  N112 1.471, H123 1.086, H124 1.094, H125 1.088
115 H 2.57 20.59 -2.00  C107 1.090
116 H 1.27 20.44 -0.77  C107 1.087
117 H 2.13 21.99 -1.15  C107 1.092
118 H 0.49 20.57 -3.22  C108 1.090
119 H 1.27 22.11 -3.44  C108 1.090
120 H -1.83 21.01 -3.28  C110 1.078
121 H -3.63 22.95 -2.22  C111 1.078
122 H 0.38 23.77 -1.13  C113 1.079
123 H -3.34 25.12 -0.82  C114 1.086
124 H -1.86 25.77 -1.34  C114 1.094
125 H -1.73 25.10 0.16  C114 1.088
126 B 3.31 17.00 -1.32  F127 1.424, F128 1.381, F129 1.405, F130 1.399
127 F 1.91 16.78 -1.13  B126 1.424
128 F 3.53 18.24 -1.87  B126 1.381
129 F 4.00 16.91 -0.10  B126 1.405
130 F 3.72 15.97 -2.17  B126 1.399

Properties
gap between HOMO and LUMO: 6.89 eV
highest occupied orbital energy: -18.26 eV
net charge: +4

Atomic partial charges in e from the Löwdin method, atoms 1 to 99: atom 1 (C): 0.002, atom 2 (C): -0.432, atom 3 (C): -0.129, atom 4 (C): -0.180, atom 5 (C): -0.106, atom 6 (C): -0.388, atom 7 (N): 0.070, atom 8 (O): 0.207, atom 9 (C): -0.021, atom 10 (C): 0.013, atom 11 (C): 0.037, atom 12 (H): 0.112, atom 13 (H): 0.083, atom 14 (H): 0.099, atom 15 (H): 0.120, atom 16 (H): 0.138, atom 17 (H): 0.103, atom 18 (H): 0.123, atom 19 (H): 0.113, atom 20 (H): 0.138, atom 21 (H): 0.102, atom 22 (H): 0.071, atom 23 (H): 0.110, atom 24 (H): 0.081, atom 25 (H): 0.101, atom 26 (H): 0.107, atom 27 (H): 0.109, atom 28 (H): 0.111, atom 29 (H): 0.081, atom 30 (C): 0.001, atom 31 (C): -0.396, atom 32 (C): -0.134, atom 33 (C): -0.149, atom 34 (C): -0.140, atom 35 (C): -0.393, atom 36 (N): 0.065, atom 37 (O): 0.209, atom 38 (C): -0.019, atom 39 (C): 0.017, atom 40 (C): 0.015, atom 41 (H): 0.085, atom 42 (H): 0.106, atom 43 (H): 0.071, atom 44 (H): 0.138, atom 45 (H): 0.123, atom 46 (H): 0.129, atom 47 (H): 0.115, atom 48 (H): 0.134, atom 49 (H): 0.139, atom 50 (H): 0.103, atom 51 (H): 0.115, atom 52 (H): 0.095, atom 53 (H): 0.088, atom 54 (H): 0.113, atom 55 (H): 0.071, atom 56 (H): 0.077, atom 57 (H): 0.087, atom 58 (H): 0.087, atom 59 (C): -0.002, atom 60 (C): -0.399, atom 61 (C): -0.109, atom 62 (C): -0.164, atom 63 (C): -0.101, atom 64 (C): -0.399, atom 65 (N): 0.099, atom 66 (O): 0.188, atom 67 (C): -0.004, atom 68 (C): 0.002, atom 69 (C): -0.017, atom 70 (H): 0.095, atom 71 (H): 0.070, atom 72 (H): 0.087, atom 73 (H): 0.132, atom 74 (H): 0.123, atom 75 (H): 0.105, atom 76 (H): 0.124, atom 77 (H): 0.141, atom 78 (H): 0.130, atom 79 (H): 0.121, atom 80 (H): 0.095, atom 81 (H): 0.076, atom 82 (H): 0.081, atom 83 (H): 0.107, atom 84 (H): 0.101, atom 85 (H): 0.099, atom 86 (H): 0.106, atom 87 (H): 0.088, atom 88 (C): -0.052, atom 89 (C): -0.132, atom 90 (N): -0.041, atom 91 (C): -0.003, atom 92 (C): 0.026, atom 93 (N): -0.068, atom 94 (C): -0.006, atom 95 (C): 0.025, atom 96 (H): 0.065, atom 97 (H): 0.071, atom 98 (H): 0.078, atom 99 (H): 0.133

---

2.
A 2-piece molecular cluster, CH2N3O2 overall in a non-equilibrium geometry, computed with the ωB97M-V functional and the def2-TZVPD basis.

Bonds (Å) are listed after each position.
Cartesian coordinates (Å):
1 C -1.36 0.18 0.55  N4 1.245, O5 1.159
2 N 0.97 -1.10 0.22  N3 1.168, H7 1.109
3 N 1.01 -0.05 -0.29  N2 1.168, H8 1.060
4 N -1.60 1.08 -0.29  C1 1.245, O6 1.165
5 O -0.98 -0.83 0.96  C1 1.159
6 O -1.50 2.22 -0.48  N4 1.165
7 H 1.73 -1.92 0.25  N2 1.109
8 H 1.73 0.41 -0.92  N3 1.060

Properties
gap between HOMO and LUMO (spin up / spin down): 6.60 / 7.86 eV
highest occupied orbital energy (spin up / spin down): -14.80 / -14.99 eV
energy above the lowest of the compared OMol25 structures with the same formula, charge and spin: 65.4 kcal/mol
net charge: +1

The Löwdin scheme yields these atomic charges, measured in e: atom 1 (C): -0.152, atom 2 (N): 0.153, atom 3 (N): 0.153, atom 4 (N): 0.042, atom 5 (O): 0.195, atom 6 (O): 0.198, atom 7 (H): 0.227, atom 8 (H): 0.185